Below is 3 unconnected molecules or ions with the total composition C2H9NO4 in a non-equilibrium geometry, with properties calculated with the ωB97M-V functional and the def2-TZVPD basis.

M   111.1 g/mol
ΔE to the lowest compared entry with this formula, charge and spin   9.6 kcal per mole
Total charge   0
LUMO level   0.2 eV
Largest force on an atom   0.0323 hartree/bohr

The geometry in XYZ format:
```
16
Properties=species:S:1:pos:R:3:forces:R:3
O 2.2551 -0.9734 0.8802 0.4206 -0.3487 0.4106
O -1.5502 1.5228 0.1760 0.0035 0.1886 -0.5899
O -1.1752 -1.8477 1.6062 -0.3926 0.5221 0.2246
O 0.6425 1.6793 -0.2496 -0.0174 -0.7461 -0.0754
N -0.6134 0.0784 -1.3062 0.3472 -0.4885 -1.0153
C 0.5195 -0.8752 -1.4749 -0.5440 1.4489 0.6072
C -0.5998 1.1368 -0.4817 -0.3100 -0.4670 1.5557
H 0.5914 -1.4462 -0.5592 -0.0211 -0.5934 -0.1652
H 2.7537 -0.7659 1.6767 0.0885 -0.0366 -0.0156
H -1.5268 -0.3337 -1.4096 -0.0473 0.1645 0.1831
H -0.3962 -1.6734 2.1427 0.1014 -0.1202 0.0015
H 0.5656 1.9413 0.6782 0.0674 0.6175 -0.2040
H 1.4192 -0.2692 -1.5394 0.1132 -0.2873 -0.4126
H -1.8404 -1.2235 1.9517 0.3501 -0.3581 -0.3096
H 0.3441 -1.4969 -2.3442 0.1113 0.0379 -0.0586
H 1.5574 -0.3243 0.8538 -0.2709 0.4663 -0.1364
```
Positions in Å, forces in eV/Å.

These are the natural (NBO) partial charges, in e, on atoms 1 to 5:
1. O -0.938
2. O -0.660
3. O -0.943
4. O -0.715
5. N -0.621



Below is 2 unconnected molecules or ions with the total composition C3H8O2 in a non-equilibrium geometry, with properties calculated with the ωB97M-V functional and the def2-TZVPD basis.

M   76.1 g/mol
ΔE to the lowest compared entry with this formula, charge and spin   46.2 kcal per mole
Total charge   0
LUMO level   0.9 eV
Largest force on an atom   0.0718 hartree/bohr

The geometry in XYZ format:
```
13
Properties=species:S:1:pos:R:3:forces:R:3
O 2.1659 -0.3523 1.4604 -0.1957 0.8218 0.6435
O -1.2744 2.1308 -1.9496 -0.5912 2.5559 1.0571
C -0.1202 -1.1429 1.6069 0.8293 0.4961 2.4293
C 1.3258 -1.1274 1.1001 -0.2728 -0.6553 -0.5106
C -0.5913 0.9680 -1.7008 3.6522 -0.5410 0.0564
H 1.7158 -1.8682 0.3956 -0.6836 -0.6125 -0.3903
H -0.0244 -0.5395 2.5477 -0.4275 0.0991 -0.9492
H 0.0923 0.9874 -0.7929 -1.4432 -0.1783 -0.4002
H -0.4882 -2.0736 2.0449 0.5267 -0.5526 -0.5978
H -0.8913 2.8958 -1.4260 -0.6830 -1.6393 -1.0233
H 0.1914 0.8367 -2.4668 -0.0674 0.0107 -0.2566
H -0.9366 -0.7846 1.0018 0.2045 0.4004 -0.6292
H -1.1649 0.0697 -1.8213 -0.8484 -0.2050 0.5710
```
Positions in Å, forces in eV/Å.

These are the natural (NBO) partial charges, in e, on atoms 1 to 5:
1. O -0.514
2. O -0.719
3. C -0.750
4. C 0.434
5. C -0.249



Below is 2 unconnected molecules or ions with the total composition C2H8Br2Si3 in a non-equilibrium geometry, with properties calculated with the ωB97M-V functional and the def2-TZVPD basis.

M   276.2 g/mol
ΔE to the lowest compared entry with this formula, charge and spin   15.7 kcal per mole
Total charge   0
LUMO level (spin up / spin down)   0.1 / -3.9 eV
Expectation value of S²   2.0057
Spin multiplicity   3
Largest force on an atom   0.0512 hartree/bohr

The geometry in XYZ format:
```
15
Properties=species:S:1:pos:R:3:forces:R:3
Br -3.2098 -1.0086 0.3606 -0.2940 0.2845 -0.4342
Br 2.3173 -1.3313 -1.3510 0.3616 -1.0429 -0.0968
Si -1.0282 -1.3241 0.4714 0.6574 -0.0325 1.7469
Si 0.8056 1.3064 0.6484 -1.0018 -1.4587 -0.9360
Si 0.1408 -0.8987 -1.6019 0.7828 2.1572 1.2948
C -0.3424 0.0403 1.6365 0.5033 0.6180 0.7444
C 0.4383 0.9408 -1.2667 -1.2486 0.4194 2.0764
H -1.3078 0.4820 2.0445 1.3249 -0.1835 -0.3268
H -1.0402 -2.6834 1.0557 0.4005 -0.0642 -0.2447
H -0.5553 1.4036 -1.3718 0.1129 0.2870 -0.2292
H 1.1460 1.4448 -1.9005 0.3000 0.0501 -0.3882
H -0.4101 -1.7909 -3.2586 -0.3569 -1.3229 -1.7859
H 0.4835 2.6833 1.0280 0.0017 0.2784 0.0481
H 0.3477 -0.2480 2.5269 -1.4266 -0.0577 -1.4702
H 2.2146 0.9840 0.9785 -0.1173 0.0679 0.0014
```
Positions in Å, forces in eV/Å.

These are the natural (NBO) partial charges, in e, on atoms 1 to 5:
1. Br -0.287
2. Br -0.287
3. Si 0.881
4. Si 1.131
5. Si 0.716



Below is a molecular structure, C26H44Cl16F3NO4SSi2 in a non-equilibrium geometry, with properties calculated with the ωB97M-V functional and the def2-TZVPD basis.

M   1147.1 g/mol
Total charge   0
LUMO level   -0.1 eV
Largest force on an atom   0.0827 hartree/bohr

The geometry in XYZ format:
```
97
Properties=species:S:1:pos:R:3:forces:R:3
Cl -1.2864 7.6952 -8.9876 0.0010 -0.1094 -0.0203
Cl 1.2989 1.5590 4.9177 1.0027 0.6709 -0.2933
Cl -1.8737 1.8623 4.9965 -0.3183 0.1003 1.2281
Cl -2.1504 -0.9788 5.6292 0.0427 -0.0295 0.1048
Cl 1.7885 4.5291 -3.4349 -0.1808 -0.0351 -0.0375
Cl 0.9041 -5.8358 6.6716 0.0608 -0.0722 -0.0246
Cl 6.7283 4.1521 -4.8813 0.0537 0.0472 0.1087
Cl 4.0274 5.7513 -1.4380 0.2127 0.1948 0.1712
Cl 0.3464 -3.8946 4.5664 -0.2557 -0.0659 0.3413
Cl -0.2219 1.6051 -7.1034 0.0587 -0.0292 0.0629
Cl 1.5508 1.6785 -2.8647 0.5204 -0.1173 -0.4121
Cl 1.0806 8.9808 -10.1086 0.0780 -0.0483 -0.0556
Cl 0.5000 4.2611 -8.0734 0.0457 0.0607 0.0282
Cl 3.0001 -0.7684 5.3662 0.0471 -0.0946 -0.0177
Cl 4.1206 4.5584 -6.1259 -0.0094 0.0790 -0.0553
Cl 5.7650 3.4545 -0.9677 0.0883 -0.0078 0.0132
S 0.3725 -1.6510 -2.4130 -0.0663 -0.4627 -0.5964
Si 0.6172 -0.7417 1.2349 -0.6024 -0.3210 2.1452
Si -1.1008 -0.7217 -1.0862 -1.6739 0.3259 -0.2521
F 2.1290 -6.2265 -0.6165 -1.4252 3.1093 1.8950
F 0.4920 -4.5224 -0.1038 3.3227 -1.8969 0.2877
F 3.8759 -5.1236 1.3523 -2.7798 1.6032 -0.3343
O -3.8638 -1.4272 -0.7839 1.0345 -2.3036 0.5355
O -1.0355 0.9737 -1.3903 0.9571 -2.2518 0.1503
O 0.4103 -0.8184 2.9810 1.2521 -0.3279 -2.0164
O -0.9179 -1.1762 0.5657 2.1364 1.6180 -1.7357
N 0.3793 3.4295 0.8961 -0.3558 -2.7287 0.7148
C 1.2132 1.0371 0.8573 -0.6573 1.1050 0.4658
C -1.2919 0.5214 5.9989 -0.1059 -0.3561 0.4546
C -3.5151 -5.0643 2.0198 -0.1944 2.9588 -3.0404
C -1.1688 1.8863 2.1427 0.8864 -0.2965 -0.8742
C 2.0476 -1.9420 0.8323 1.3153 -0.4525 0.2965
C -4.0650 -0.1171 2.6700 -0.6096 0.2157 -0.3295
C -4.3494 -2.4957 1.4640 1.2321 -2.8646 -0.3796
C 0.1579 2.1886 1.2902 -0.5408 2.2189 -0.4640
C 2.3701 3.1886 -2.4413 0.1073 0.2395 0.3369
C 2.1984 -3.1597 1.9095 1.0519 -0.2350 -0.4166
C 2.9151 0.9989 5.3628 0.1929 0.3197 0.0022
C 1.7708 -5.0932 0.1540 1.1645 0.9210 1.4110
C 5.2265 5.0848 -4.8527 -0.0646 0.1395 0.1328
C -2.9584 -5.1757 0.5796 -1.1677 2.8535 1.1648
C -5.0946 -1.2173 2.0555 -0.2581 -0.1820 0.9860
C -2.2176 -6.4918 0.0186 -0.5403 1.1582 -0.5364
C 2.6041 -4.4864 1.1297 -1.4833 -1.7476 -1.8420
C 5.6416 5.2180 -0.9499 0.2068 0.2344 0.1375
C -4.2124 -3.7345 2.4156 1.1999 -0.0594 -2.7884
C -3.0943 -3.9355 -0.3732 -0.6934 0.1270 2.1473
C 0.9202 2.9472 -6.9662 0.2160 -0.0631 0.2303
C 0.1909 7.4637 -9.9300 0.0452 -0.2199 -0.0874
C -2.8198 -1.3202 -1.7855 -0.0930 0.5541 -1.1976
C -3.7471 -2.5925 0.0187 -0.2334 -2.7441 3.2423
C -6.1646 -0.5425 1.0558 0.9696 -0.5432 -0.4497
C 1.1195 -5.4342 4.9640 0.1240 -0.1419 -0.1781
H 3.4403 3.0668 -2.6015 -0.2170 -0.0973 -0.1252
H 1.2772 -3.2642 2.5829 1.4219 -0.1994 -1.5094
H 3.6348 1.3864 4.6430 -0.1597 -0.1324 0.0462
H -5.5930 0.2402 0.4417 -1.0919 -1.0560 0.7662
H 2.1849 -5.3611 4.7493 -0.1564 0.0565 0.1065
H 1.4820 1.1333 -0.2502 -0.2670 0.1677 1.6015
H -6.5270 -1.3624 0.3345 0.3136 1.3701 1.0769
H 1.3099 -0.9772 3.3684 -1.1878 0.1896 -0.2248
H -7.0498 -0.0666 1.5979 1.3389 -0.6674 -0.6714
H -1.7070 2.8708 2.4169 1.0167 -1.4799 -0.5458
H 5.8428 5.5766 0.0585 -0.1196 -0.1333 -0.1325
H -0.3910 4.0468 1.2260 0.6492 -0.6209 -0.1854
H 1.9194 2.5873 -7.2073 -0.2075 0.0291 -0.0693
H -0.2523 1.1656 -1.9775 -1.1702 0.0616 0.8849
H -0.2275 0.3764 5.8094 -0.7839 -0.1904 0.0607
H -1.4504 0.7692 7.0479 -0.1326 -0.0056 -0.1967
H -2.7062 -2.2581 -2.4470 -0.2821 1.2773 1.1835
H -1.5145 -6.9599 0.7854 -1.2180 0.5599 -0.9523
H -1.5787 -6.1962 -0.8976 -1.0064 -0.4104 1.5093
H -3.0237 -7.2150 -0.3693 1.3440 0.8497 0.8260
H -4.6305 -3.6327 3.4849 0.6980 -0.1300 -1.9556
H -4.1150 0.7802 1.9486 0.5511 -1.2726 1.1543
H -3.0084 -0.5262 2.8128 -1.4666 0.6016 -0.4611
H 2.1502 1.2327 1.5071 -1.2989 -0.4474 -1.0977
H 2.1769 3.4147 -1.3923 -0.1731 -0.0431 -0.1288
H 3.0795 -2.9249 2.6228 -1.3764 -0.4350 -1.1565
H 0.6739 -6.2207 4.3565 -0.0323 0.1600 0.1469
H -5.7052 -1.5875 2.9667 1.0273 0.2449 -1.5189
H -3.4182 -5.9411 2.7395 -0.2026 1.4545 -1.0543
H 2.0513 -2.3673 -0.2252 -0.1582 0.6707 1.4156
H -0.0749 7.0912 -10.9183 -0.0193 0.1685 0.1506
H 3.1555 1.3668 6.3591 -0.1167 -0.1534 -0.1198
H -2.6488 -4.0696 -1.4189 -0.7086 0.2697 1.7441
H 3.0266 -1.3301 0.9386 -1.5438 -0.7849 -0.3676
H -0.3400 -2.3610 -3.3950 0.2508 0.9245 1.3204
H 6.3750 5.6308 -1.6416 -0.1552 -0.1492 0.0167
H 0.9008 3.3254 -5.9450 -0.0968 -0.0244 -0.1866
H -4.4070 0.2630 3.7008 0.3524 -0.6397 -1.5761
H 5.4612 6.1378 -5.0016 -0.0088 -0.1975 -0.0887
H 0.8254 6.7396 -9.4211 -0.0857 0.2139 0.0152
H 4.7431 4.9475 -3.8866 0.0231 -0.0687 -0.2093
H -3.1685 -0.4887 -2.5135 0.5242 -1.2573 1.2520
H -0.9213 1.3369 3.1240 -0.3932 0.6008 -2.4185
H -1.8653 1.2881 1.4473 1.0081 0.6791 1.3152
```
Positions in Å, forces in eV/Å.

These are the Löwdin partial charges, in e, on atoms 1 to 5:
1. Cl 0.494
2. Cl 0.629
3. Cl 0.582
4. Cl 0.537
5. Cl 0.521



Below is C5H8O2 in the gas phase in a non-equilibrium geometry, with properties calculated with the ωB97M-V functional and the def2-TZVPD basis.

M   100.1 g/mol
ΔE to the lowest compared entry with this formula, charge and spin   67.9 kcal per mole
Total charge   0
LUMO level   0.7 eV
Largest force on an atom   0.0660 hartree/bohr

The geometry in XYZ format:
```
15
Properties=species:S:1:pos:R:3:forces:R:3
O 2.4039 1.3211 -0.6177 -0.0661 0.1391 0.3288
O 0.6422 0.8391 0.6860 -2.3397 -2.2713 0.6911
C -0.8981 -0.9110 1.5778 0.5124 0.1062 -0.3067
C -0.6313 -0.1444 0.5329 0.8215 2.7609 1.7935
C 1.4806 0.4234 -0.2371 -0.5203 -1.0375 -2.0701
C 1.2232 -0.7253 -0.9316 1.6290 0.1623 -0.1499
C -1.5959 0.4034 -0.4625 0.1916 0.2760 -0.2445
H 2.2709 2.1321 -0.1062 -0.0710 -0.0021 -0.1321
H -0.1357 -1.2306 2.2696 0.0427 0.3027 0.2208
H -1.9075 -1.2568 1.7417 -0.0138 -0.3883 -0.3363
H -1.0935 1.0053 -1.2186 0.0759 -0.1518 0.0199
H 0.9757 -1.6351 -0.4152 -0.6799 0.1444 0.0630
H 1.7083 -0.8787 -1.8829 0.4167 0.0771 0.0192
H -2.3162 1.0566 0.0351 -0.0098 -0.0943 0.0521
H -2.1264 -0.3992 -0.9712 0.0107 -0.0234 0.0513
```
Positions in Å, forces in eV/Å.

These are the natural (NBO) partial charges, in e, on atoms 1 to 5:
1. O -0.660
2. O -0.538
3. C -0.493
4. C 0.366
5. C 0.646



Below is 6 unconnected molecules or ions with the total composition C20H32BrO17P in a non-equilibrium geometry, with properties calculated with the ωB97M-V functional and the def2-TZVPD basis.

M   655.3 g/mol
Total charge   0
LUMO level   0.3 eV
Largest force on an atom   0.0212 hartree/bohr

The geometry in XYZ format:
```
71
Properties=species:S:1:pos:R:3:forces:R:3
Br -4.5383 3.2918 2.8093 -0.3308 0.2936 0.0017
P -2.6905 1.6425 2.8146 0.7478 -0.7934 0.0173
O 0.4937 3.5846 -4.2382 0.0304 0.0295 -0.0243
O 2.4209 3.7932 2.9963 -0.0030 -0.0149 0.0381
O 2.0722 3.6486 0.8081 -0.0124 0.0657 -0.0529
O 2.9309 -2.8374 -0.2110 -0.0987 0.0620 -0.0981
O -4.4866 -1.9686 -4.4755 -0.0322 -0.0416 0.0135
O -2.6037 -0.8017 -4.6548 0.0249 0.0528 -0.0077
O 1.6482 -1.0229 -0.5213 0.1423 0.0407 0.0130
O -3.6342 -1.5405 -6.5180 0.0024 0.0115 0.0645
O -2.2439 -2.3476 0.8591 -0.7153 -0.1753 0.2687
O 3.2150 -5.1936 2.0935 -0.1362 -0.2986 0.3104
O 1.3884 -3.9645 2.5532 0.1602 0.0714 0.0304
O 1.1752 -6.1481 2.2319 0.1785 0.0265 0.0185
O 3.3881 -0.9794 0.9130 -0.0681 0.0829 -0.0638
O -1.2147 3.2445 -2.8598 -0.0439 -0.0205 0.0256
O 0.8607 2.6585 -2.2156 -0.0137 0.0214 -0.0821
O 0.3277 4.0010 2.1774 0.0447 0.0513 0.1313
O -2.0966 -0.3193 -0.1017 0.0438 -0.0694 0.3862
C -0.1190 0.7106 1.9017 -0.0814 -0.2796 -0.0649
C 0.1241 3.1207 -3.0261 0.0206 -0.0710 0.0534
C 3.6551 3.3322 2.4330 0.0780 -0.0665 -0.0941
C -1.6773 -1.5553 0.1698 0.7444 -0.1036 -0.3139
C -3.9751 -1.8516 -3.1437 0.0835 0.0398 0.0937
C -3.5813 -1.4484 -5.3355 -0.0030 0.0031 -0.0670
C -0.1012 -5.7026 2.7149 -0.0555 0.1234 0.0449
C -1.3043 0.3951 2.8306 0.0651 0.0710 0.2894
C -0.6861 3.8326 -5.0125 -0.1309 -0.0139 -0.0236
C -0.0250 -4.2070 2.4686 -0.1750 -0.0145 -0.0733
C -1.0004 0.5403 -0.5236 -0.2105 0.4203 -0.5671
C -1.7375 4.0346 -3.9337 0.0219 0.0733 -0.1068
C 2.0405 -5.1123 2.2765 -0.4334 -0.1069 0.0159
C 2.5766 -1.5585 0.0033 0.0137 -0.2830 0.1653
C 1.4942 3.8372 2.0118 -0.0712 -0.0245 -0.0859
C 4.1867 -3.0837 0.4346 0.4688 -0.0119 0.0031
C -0.4504 1.4109 0.5816 0.2832 -0.0434 0.0314
C 4.2007 -2.0075 1.5067 0.0537 -0.2339 0.0136
C -2.9943 -0.7002 -3.2820 -0.0855 -0.0284 0.0952
C 3.4915 3.6939 0.9656 0.1266 0.0069 0.0752
H 3.7227 -2.3367 2.4296 -0.0299 -0.0456 -0.0353
H -1.3895 1.1916 -1.3047 -0.1502 -0.1152 -0.0220
H -1.0867 2.2868 0.7306 -0.0191 -0.0671 0.0414
H -3.2516 1.1936 4.0010 -0.1696 0.0980 0.0750
H -0.1804 -5.9491 3.7746 0.0418 0.0022 0.0023
H -2.7257 3.6790 -4.2100 0.0154 -0.1033 0.0541
H -0.9416 0.3806 3.8652 0.0192 -0.0309 -0.0222
H -4.7847 -1.6579 -2.4466 -0.0771 0.0339 -0.0892
H 5.1899 -1.6171 1.7263 -0.0123 0.1112 -0.0910
H -1.8599 2.7582 2.8535 -0.1328 0.1642 -0.0212
H -3.4820 -2.7868 -2.8734 0.0235 -0.0004 -0.0103
H -1.8038 5.0718 -3.6028 0.0186 0.0084 -0.0003
H -0.8879 2.9571 -5.6310 -0.0113 -0.0166 0.0155
H 3.8359 4.7056 0.7457 -0.0018 0.0105 0.0161
H 3.9612 2.9938 0.2810 -0.1114 -0.0674 -0.0161
H -0.5357 4.6996 -5.6486 0.0957 0.0368 0.0624
H -2.1262 -0.7879 -2.6385 0.0962 -0.0248 -0.1191
H -3.2813 1.1839 1.6460 -0.0792 0.1903 -0.1099
H -1.7220 -0.6007 2.6541 -0.0991 0.1032 -0.0963
H -0.7118 -1.7888 -0.3120 -0.0103 0.0094 0.0117
H -0.3698 -3.9238 1.4754 -0.0206 -0.0272 -0.0066
H 0.5885 1.3280 2.4584 -0.0545 0.0723 -0.0613
H 4.4916 3.8254 2.9194 -0.0739 0.0888 0.0497
H -0.2342 -0.0934 -0.9648 0.0609 0.1651 0.0999
H 0.4780 1.8068 0.1655 -0.0667 0.0792 -0.0128
H -0.5496 -3.6077 3.2066 0.1029 0.0265 0.0573
H 0.4207 -0.2162 1.6748 0.0308 0.0500 0.0229
H -0.8991 -6.1968 2.1691 0.0921 -0.0307 -0.1044
H -3.4668 0.2705 -3.1206 -0.0145 -0.0054 0.0238
H 4.2097 -4.0965 0.8262 -0.0742 0.2999 -0.1081
H 3.7268 2.2542 2.5870 -0.0127 -0.0105 -0.0256
H 4.9846 -2.9540 -0.2978 -0.0100 0.1431 -0.0552
```
Positions in Å, forces in eV/Å.

These are the Löwdin partial charges, in e, on atoms 1 to 5:
1. Br -0.108
2. P 0.570
3. O 0.066
4. O 0.062
5. O 0.052